(1)
Density functional theory data (wB97M-V/def2-TZVPD) for a structure of composition C31H57AsNO4RuSSi3 in a non-equilibrium geometry.

Summary:
Molar mass ... 800.117 g/mol
Spin multiplicity ... 6
Charge ... +2
Energy ... -5167.83560 a.u.

Geometry (Å):
H 1.9678 1.4912 3.1915
O 4.7533 -2.4236 0.0693
N 3.3468 -0.9355 1.2345
H -3.4680 -3.8136 1.5082
C 8.6260 3.0833 0.9250
H 0.6877 -3.6266 -1.7569
C -2.6464 -2.2703 4.8066
H -2.0089 -1.5097 -5.5990
H -2.9696 -0.1077 -5.6718
C 6.5986 0.1449 2.2384
C -3.1633 -1.2526 1.1049
H 9.2207 2.8505 0.0442
H -1.6632 -3.6328 1.7061
H -3.5898 2.6679 1.7100
C 2.0739 0.1160 -2.0967
H 2.5485 1.5851 1.5014
H -5.0554 1.6542 0.8082
C -2.9568 0.0393 3.6997
C 7.5523 1.1795 2.1660
H -3.6908 -3.0526 -2.9700
H 5.4206 0.3327 -0.9288
H -3.3523 2.9376 -3.0621
C 7.6525 1.9667 1.0347
H 0.8645 2.5268 -0.6791
C -3.5896 0.1591 1.2200
H -4.5370 0.9027 -2.8247
H -3.2451 -3.1472 4.6616
C -2.7708 -1.3648 3.6013
H -2.6024 3.9771 -1.8298
H 0.5627 -2.7869 -0.3254
C 2.1146 0.9579 2.2575
C -2.7754 -2.6417 -3.4795
C -4.6983 0.6969 0.3511
H 2.5730 -1.6876 1.0314
H -2.6038 -4.0578 3.0630
H -2.7096 2.8215 3.0908
C 0.6784 0.7321 1.8264
H -0.6091 3.2697 -0.0962
C -3.2328 0.7820 2.4948
H -3.1130 -1.7440 5.6663
C -2.9629 0.6890 5.0278
O 0.1883 -0.4790 1.6040
H 0.2112 -1.1337 -4.8777
H 0.2832 4.1519 -1.3900
H -5.1012 -0.1683 -4.0863
H -1.0331 2.8606 -4.5981
H 1.9552 1.0210 -2.7392
Ru -1.6340 0.0121 0.8697
H -1.9002 -3.1343 -3.0832
H -2.8451 -3.0474 -4.4958
H 0.1036 1.4613 -4.3884
H -3.8736 -1.2689 -0.8553
H -4.3921 -2.7811 0.1015
H -2.6466 -2.5693 -0.4005
Si 0.8520 -1.1753 -2.3689
C 6.7842 1.6813 -0.0546
As -1.1735 -0.1731 -1.4909
O -0.1451 1.7056 1.7481
C -2.1673 -0.5242 -5.1362
H -5.5473 -0.0201 0.3338
C 1.0683 -2.7414 -1.2754
C 5.9370 0.6365 -0.0367
C -3.5343 2.2329 2.7057
H -3.4024 2.4783 -1.3132
H -1.6240 -2.5192 5.0979
H 8.0619 3.9827 0.7699
H 9.3753 3.1847 1.7158
H 3.1010 -0.2764 -2.3942
C 5.8658 -0.1436 1.1394
O 5.2438 -2.3210 2.4776
C -3.5602 -2.0463 -0.1054
H 1.8267 -1.7906 -4.4960
C 2.8932 -0.3501 2.5179
C -2.7722 2.8950 -2.1278
H -4.4455 2.3843 3.3137
C -0.2560 2.3883 -3.9499
C -2.8117 -1.9895 2.3481
Si -2.6741 -0.8086 -3.3464
S 4.8907 -1.6190 1.2489
H 0.6205 3.0353 -3.9631
H -3.8560 0.4709 5.6190
H 6.4812 -0.4740 3.1436
H 2.1692 0.4348 -1.0757
C 0.7910 -1.7802 -4.1532
C -2.6429 -3.4314 2.1819
H 6.7328 2.3307 -0.9395
C 0.0425 3.1229 -0.9982
H -2.0581 0.4080 5.6221
Si -1.0092 2.1474 -2.2599
H 2.1987 -2.9223 -1.1267
H -1.2577 0.1048 -5.2735
H 8.2614 1.3541 2.9491
H 0.4180 -2.8250 -4.3525
C -4.5400 -0.1434 -3.1576
H 3.7217 -0.2281 3.2318
H -4.3281 0.8494 -0.6216
H 2.1293 -1.0514 2.9130
H -3.0731 1.8118 4.9717
H -5.1311 -0.7183 -2.4134

Atoms 1-2, force components in eV/Å:
H 0.3 0.5 0.1
O 1.0 0.2 -0.7

Here are the Mulliken charges for atoms 1 to 2, given in e: 0.505 -0.691

=====

(2)
Density functional theory data (wB97M-V/def2-TZVPD) for a cluster of 7 separate species, CH17N3O6 in total in a non-equilibrium geometry.

Summary:
Molar mass ... 167.162 g/mol
Spin multiplicity ... 1
Charge ... 0
ΔE to the lowest compared entry with this formula, charge and spin ... 42.1 kcal/mol
Structure (SMILES) ... N=C(N)N.O.O.O.O.O.O

Geometry (Å):
H 2.0210 1.4809 -0.9040
H -3.0972 0.0228 -2.2850
H -0.2860 2.7758 1.6204
H 1.5805 -0.8608 3.4296
H -0.8363 2.3298 0.0115
H 2.8659 -0.8865 2.5438
H -1.7371 -0.2854 -1.4531
H 0.2199 1.1040 3.0103
O 0.3641 0.5815 -3.6653
H -2.2389 -0.8136 0.9799
H 2.2789 2.2591 -2.0022
H 0.3957 -2.5254 2.0621
O 1.7272 2.2767 -1.3400
C -1.1528 0.9414 1.5068
N -1.7746 0.0839 0.7869
O -0.4389 -2.7491 1.7786
N -0.9094 2.2056 1.0045
H -0.0880 -3.1650 0.9577
H -0.4321 0.0751 -3.3411
H 2.0540 -1.5317 -2.8140
H -0.7412 -0.3635 2.9439
H 1.6676 -2.8264 -1.9680
H 0.1153 1.4580 -3.5913
N -0.7161 0.6825 2.8029
O -2.1695 -0.3793 -2.4132
O 1.8510 -0.8721 2.5183
O 2.0381 -1.9451 -1.9286

Atoms 1-2, force components in eV/Å:
H -0.4 -0.6 0.8
H 2.3 -0.9 -0.2

Here are the Mulliken charges for atoms 1 to 2, given in e: 0.294 0.322

=====

(3)
Density functional theory data (wB97M-V/def2-TZVPD) for a cluster of 6 separate species, C2H15NO5 in total in a non-equilibrium geometry.

Summary:
Molar mass ... 133.144 g/mol
Spin multiplicity ... 1
Charge ... 0
ΔE to the lowest compared entry with this formula, charge and spin ... 192.1 kcal/mol

Geometry (Å):
H 0.0920 -1.1410 3.1283
H 1.0343 2.5307 -0.0571
H -2.6573 2.2079 -1.8207
H 0.8618 0.2856 2.6571
H 1.9301 -1.0522 2.7963
H -2.0889 0.8185 -1.9093
O 0.5120 1.6628 0.0416
H 0.4494 -2.3568 1.1318
H 1.0085 -2.2178 -2.8739
N 1.6781 -1.0643 0.2496
C 0.9249 -0.7796 2.5203
H 2.0562 -0.0925 0.4452
O -2.8878 1.2468 -1.6749
O -1.8931 1.4460 0.8684
O 0.6091 -1.9867 -2.0021
H 0.1903 -0.4269 -2.0122
H 0.0758 0.8002 -1.1586
H -0.2873 -0.7201 0.6883
C 0.6167 -1.2910 1.1193
H -2.4223 1.5598 0.0052
O -0.3670 0.3878 -1.9316
H 1.5318 -1.3213 -0.8147
H -0.9672 1.5041 0.6033

Atoms 1-2, force components in eV/Å:
H 0.6 -0.4 0.4
H -1.2 -1.9 0.2

Here are the Mulliken charges for atoms 1 to 2, given in e: 0.369 0.180

=====

(4)
Density functional theory data (wB97M-V/def2-TZVPD) for an isolated molecule of C5H10O2 in a non-equilibrium geometry.

Summary:
Molar mass ... 102.133 g/mol
Spin multiplicity ... 1
Charge ... 0
ΔE to the lowest compared entry with this formula, charge and spin ... 75.7 kcal/mol
Structure (SMILES) ... CCO[C@@H](C)C=O

Geometry (Å):
O -0.0664 -0.4549 0.5023
C 0.9515 0.7763 0.1367
H -1.6679 0.7501 -0.1662
H 1.1695 -0.7739 -1.3242
C -2.4473 -1.2301 -0.0158
O -0.1466 0.6971 -1.9372
H 0.4252 1.7064 0.3531
H 3.0113 -0.0269 0.4316
H -2.3308 -2.1679 0.5332
C 0.6401 0.1869 -1.1667
H -2.3515 -1.4332 -1.0872
H -1.7490 0.1255 1.5101
C -1.4938 -0.1191 0.4780
C 2.4587 0.9136 0.4771
H 2.6834 1.4284 1.4181
H 2.9158 1.5566 -0.3075
H -3.4907 -0.9022 0.1453

Atoms 1-2, force components in eV/Å:
O 0.7 0.6 1.0
C -0.8 -0.6 0.2

Here are the Mulliken charges for atoms 1 to 2, given in e: -0.413 0.339

=====

(5)
Density functional theory data (wB97M-V/def2-TZVPD) for the ion C5H11NO5PS with charge +1 in a non-equilibrium geometry.

Summary:
Molar mass ... 228.186 g/mol
Spin multiplicity ... 1
Charge ... +1
Energy ... -1367.15430 a.u.

Geometry (Å):
H 1.1632 -2.1222 -1.3564
H -2.6196 -1.4806 -3.0325
H -0.4251 3.3938 1.3144
C 3.0917 1.8335 2.4717
O -0.2965 -0.6238 -1.2518
N 3.9271 2.5155 1.9066
C 0.5965 -1.7255 0.7636
H 1.1037 -2.7653 0.8480
H -2.1263 1.5213 3.8179
O -1.7109 0.7501 3.3579
O -1.0444 3.0674 2.0177
H -0.5322 -1.9302 0.8472
C 0.9249 -1.1837 -0.7134
S 0.9380 0.7196 1.6081
C -1.9531 -0.5465 -3.1077
H -1.9918 -0.0487 -4.1431
H -2.3398 0.1844 -2.2988
O 1.1464 -0.9232 1.8572
H 0.2715 -0.1017 -3.2163
H -0.2150 -1.9448 -3.0032
C -0.4066 -0.8624 -2.6868
O 1.7728 1.4415 2.9221
H 1.8464 -0.5079 -0.7913
P -1.1208 1.3393 1.8690

Atoms 1-2, force components in eV/Å:
H -0.2 1.4 1.2
H 1.2 1.4 -0.3

Here are the Mulliken charges for atoms 1 to 2, given in e: 0.390 0.291

=====

(6)
Density functional theory data (wB97M-V/def2-TZVPD) for a structure of composition C23H27IrNO9PS2 in a non-equilibrium geometry.

Summary:
Molar mass ... 748.792 g/mol
Spin multiplicity ... 2
Charge ... +1
Energy ... -2866.37264 a.u.

Geometry (Å):
C 2.2905 0.5313 -2.9976
H -3.7709 2.9560 -0.0145
H -4.0901 3.4157 -4.0733
H 1.4891 0.8473 2.4384
N 0.0342 -0.5991 2.2128
C -2.8875 -3.6682 -0.1435
C -1.9854 -2.6373 -0.4564
C -1.5635 -2.2992 1.9381
C -0.4323 4.1820 -0.1499
H -1.8038 -2.3781 -1.4896
O -1.3688 3.3703 -0.8649
C 4.4427 0.9406 -2.0370
C 3.0703 0.8117 -1.8948
C -2.4709 -3.3642 2.2210
C 0.8142 0.1820 2.9636
C -0.1209 -0.7173 5.0062
O -2.3953 1.4190 -1.9872
O 0.1604 1.8843 -2.5620
S 2.4493 0.8412 -0.2184
H -3.8298 -4.7892 1.4168
H -5.0356 2.1690 0.9390
H -2.9351 1.1863 -3.9275
H -3.3456 0.3446 1.5236
H 1.4442 0.7963 4.9022
H -3.5808 2.7881 1.7395
C -3.1184 -4.0066 1.1956
C -0.9178 -1.5359 4.2670
C -3.9618 2.3118 0.8396
S 0.5161 0.4758 -2.9115
H -0.4748 5.1647 -0.6270
C -0.8512 -1.5140 2.8494
H -1.8440 4.5540 1.4351
C 0.7833 0.1611 4.3376
C -1.3137 -1.9816 0.5440
H 5.0333 1.1295 -1.1542
H 2.2132 0.1972 -5.0849
O 2.3131 -0.5964 0.1182
C -2.6742 2.0148 -3.2634
H -0.1898 5.0327 1.7988
H -4.6940 2.4708 -2.7124
C -3.2900 0.9678 0.6273
H -0.1636 -0.7151 6.0828
O 0.0883 -0.4603 -1.8547
C 2.8649 0.4160 -4.2531
C -0.8001 4.2728 1.3212
H -1.7768 2.5018 -3.6456
H 0.5675 3.7632 -0.2698
H -3.7397 0.4324 -0.2105
H 4.6752 0.5080 -5.3858
O 0.0073 0.0881 -4.1845
H -3.5487 3.7929 -2.4354
O 3.4049 1.5332 0.5913
H 6.0915 0.9417 -3.3943
P -1.2285 1.8034 -1.0085
Ir 0.0793 -0.5496 0.2373
H -1.6155 -2.2114 4.7353
C 4.2344 0.5770 -4.4039
O -1.8778 1.1267 0.3813
H -3.4027 -4.1855 -0.9358
H -2.6380 -3.6622 3.2433
O 1.0994 1.4579 -0.1269
C -3.8282 2.9893 -3.1114
H -0.6327 3.3182 1.8136
C 5.0242 0.8323 -3.2920

Atoms 1-2, force components in eV/Å:
C -0.5 0.0 -0.3
H -0.1 0.1 0.0

Here are the Mulliken charges for atoms 1 to 2, given in e: -0.200 0.180

=====

(7)
Density functional theory data (wB97M-V/def2-TZVPD) for an isolated molecule of C5H9N in a non-equilibrium geometry.

Summary:
Molar mass ... 83.134 g/mol
Spin multiplicity ... 1
Charge ... 0
ΔE to the lowest compared entry with this formula, charge and spin ... 37.4 kcal/mol
Structure (SMILES) ... C=CC/C=C/N

Geometry (Å):
H -0.2807 -2.0644 -2.7112
H -1.9700 1.9762 2.1354
H -1.3757 0.1000 0.8374
H 0.1147 -2.8026 -1.0704
C 1.0813 -0.5935 0.1532
H 1.3192 1.5234 0.7114
C -0.6664 0.9114 1.0254
H -1.7066 2.7643 0.7377
C 0.1198 -1.9326 -1.7176
C 0.6036 0.7103 0.7568
C 0.5360 -0.7698 -1.2483
N -1.2872 2.1297 1.3966
H 0.5502 0.1251 -1.8678
H 0.7943 -1.4765 0.7177
H 2.1676 -0.6009 0.1437

Atoms 1-2, force components in eV/Å:
H 0.1 0.1 -0.1
H 0.2 0.1 -0.3

Here are the Mulliken charges for atoms 1 to 2, given in e: 0.266 0.248

=====

(8)
Density functional theory data (wB97M-V/def2-TZVPD) for a cluster of 5 separate species, C18H38ClO18P2 in total in a non-equilibrium geometry.

Summary:
Molar mass ... 639.885 g/mol
Spin multiplicity ... 1
Charge ... -1
ΔE to the lowest compared entry with this formula, charge and spin ... 13.3 kcal/mol

Geometry (Å):
C 5.8049 16.6721 -2.5779
O 11.3085 19.7920 -17.7492
H 10.0918 23.3950 -16.5262
H 9.5628 23.5654 -18.2544
H 12.4816 18.2187 -10.9264
C 9.8777 22.8834 -17.4646
C 12.9674 17.4876 -11.5727
C 15.6365 16.2029 -5.0170
C 8.6518 21.9105 -17.1521
H 6.5548 16.8744 -3.3426
H 2.4279 19.7345 -7.6546
O 15.5111 19.3017 -4.2452
C 4.6520 17.7038 -2.7223
O 15.3918 18.3745 -1.8316
H 14.9390 14.0941 -4.6939
H 15.7767 18.8563 0.7640
H 6.2648 16.8290 -1.6022
H 11.0183 19.9004 -5.0606
H 14.0572 19.6940 -0.9150
H 2.9436 21.2468 -7.2315
O 10.1979 22.2468 -12.0713
P 2.8113 18.7604 -4.1895
C 1.0598 16.8085 -4.8732
O 3.5616 19.9453 -5.0594
O 1.7783 17.9972 -5.2362
O 10.3940 23.7083 -10.2273
H 13.7209 15.3180 -5.1659
H 3.9758 17.3818 -1.9303
H 0.0490 16.8432 -5.2798
C 10.5509 20.7596 -17.6779
C 12.6640 18.4617 -4.5858
C 4.2091 19.6541 -6.2843
H 3.9568 20.2548 -8.3616
Cl 9.6294 22.6269 -10.8111
H 13.2062 19.0127 -5.3543
H 7.8896 21.9612 -17.9296
H 15.4452 16.9224 -5.8131
O 2.1370 19.2618 -2.9161
C 3.3590 20.2631 -7.4502
H 0.9638 16.7388 -3.7896
O 12.8609 16.1491 -11.0879
C 15.1047 19.6305 -1.2098
C 12.4380 17.4158 -12.9978
O 15.4080 16.6666 -3.7034
C 15.9694 19.6785 0.0749
H 5.0745 18.6779 -2.4757
H 10.7029 18.9160 -3.5756
H 16.7036 16.0483 -5.1764
H 4.3528 18.5822 -6.4206
H 13.1120 17.2868 -13.8446
H 12.3266 17.5345 -5.0489
O 9.3254 20.6493 -17.1459
H 8.3804 22.2562 -16.1546
H 1.3614 14.6834 -5.2590
O 11.6224 16.3210 -12.8800
C 11.9348 15.5878 -11.7885
O 9.5601 21.5089 -9.9359
H 11.7937 18.2560 -13.2566
P 14.9644 18.2061 -3.3772
H 14.8454 14.6602 -6.3134
H 2.8654 15.6251 -4.9137
C 1.8885 15.6274 -5.3972
C 14.7556 14.9947 -5.2799
H 15.3181 20.4637 -1.8794
O 10.8458 22.0210 -17.9170
H 5.2169 20.0692 -6.2853
H 11.8693 20.2419 -3.7185
H 17.0282 19.5690 -0.1599
O 8.2729 23.0842 -10.9713
O 4.0125 17.6389 -3.9463
H 5.4392 15.6615 -2.7598
H 13.9989 17.8119 -11.7109
H 1.9444 15.7411 -6.4798
O 13.3567 18.0972 -3.3465
C 11.4590 19.3652 -4.2195
O 11.4232 14.5624 -11.5468
H 15.8692 20.6594 0.5396

Atoms 1-2, force components in eV/Å:
C -0.4 0.9 -1.3
O -1.7 2.6 -0.5

Here are the Mulliken charges for atoms 1 to 2, given in e: -1.263 -0.583